Density functional theory data (ωB97M-V/def2-TZVPD) for a 2-piece molecular cluster, C11H15NOS overall in a non-equilibrium geometry.

Structure (XYZ):
```
29
C11H15NOS | the Open Molecules 2025 dataset | ωB97M-V/def2-TZVPD
C 2.492 -0.549 -4.232
C 0.385 -0.761 -2.079
C -0.313 -0.811 -0.826
C 1.617 -1.301 -2.045
C 0.340 -1.374 0.171
C 2.671 -2.939 -3.688
C -2.650 1.818 2.244
C -0.304 2.111 1.313
C -0.739 0.588 3.214
C 2.715 -1.503 -3.173
C -1.193 1.464 2.350
N 2.220 0.183 -5.070
O 2.235 -3.179 -0.211
S 2.137 -1.694 -0.361
H -0.202 -0.651 -3.000
H -1.335 -0.609 -0.698
H 3.274 -3.453 -3.038
H 1.585 -3.365 -3.665
H 2.939 -2.985 -4.794
H -3.141 1.314 3.058
H -2.911 2.825 2.354
H -2.917 1.449 1.290
H -0.620 3.048 1.039
H -0.567 1.627 0.417
H 0.692 2.003 1.621
H -1.254 0.161 4.062
H 0.307 0.171 3.242
H 0.185 -1.369 1.245
H 3.574 -1.494 -2.613
```

- Highest occupied orbital energy: -9.40 eV
- Frontier orbital gap: 0.324 Ha
- Energy relative to the best compared isomer or geometry (same formula, charge and spin): 547.9 kJ/mol